The following is a quantum chemistry calculation of a single C4H5FN2 molecule at a distorted geometry, from the OMol25 dataset.

Bonds (Å) are listed after each position.
Element x y z (Å)
1 H -0.872 2.523 -0.029  N7 1.107
2 H -0.200 -2.289 -0.669  C5 1.050
3 C 0.694 1.152 -0.379  N7 1.434, H9 0.989, C12 1.336
4 F 2.481 -0.390 -0.098  C12 1.351
5 C -0.748 -1.757 0.051  H2 1.050, H6 1.027, C10 1.314
6 H -1.000 -2.307 0.880  C5 1.027
7 N -0.562 1.491 0.225  H1 1.107, C3 1.434, N8 1.426
8 N -1.633 0.598 -0.070  N7 1.426, C10 1.223
9 H 0.980 1.558 -1.235  C3 0.989
10 C -1.337 -0.589 -0.073  C5 1.314, N8 1.223
11 H 0.895 -0.147 1.128  C12 0.995
12 C 1.301 0.155 0.271  C3 1.336, F4 1.351, H11 0.995

Output
energy relative to the best compared isomer or geometry (same formula, charge and spin)	4.584	eV
orbital gap	9.9	eV
strongest force on any atom	0.100	hartree/bohr
energy	-364.63487	Eh
total charge	0
structure (SMILES)	C=C=NN/C=C/F
2S+1	1